Record 1
Computed, not measured: a structure of composition C18H15NNdO4S in a non-equilibrium geometry, with ωB97M-V/def2-TZVPD.

```
40
Properties=species:S:1:pos:R:3:forces:R:3
C -1.998 0.819 1.169 -0.2 0.1 -0.4
H -3.570 1.966 0.241 0.2 0.1 0.5
C -1.259 -3.437 -1.092 0.4 0.3 -0.5
H -2.975 2.510 4.512 -0.1 0.1 -0.1
H -2.533 -1.977 1.722 0.1 0.1 -0.3
C -0.016 1.999 -1.099 -2.2 6.2 -1.4
C -3.038 1.744 1.176 0.3 -0.4 -0.4
C 0.108 -3.161 -0.890 0.1 -0.4 0.7
H 5.147 1.826 0.381 0.4 -0.3 -0.4
C 5.373 1.260 -0.535 -0.7 0.1 -0.5
C 5.339 1.850 -1.747 -0.5 -0.3 0.4
S 0.076 -0.644 2.299 -0.5 0.5 0.4
O -2.261 0.580 -2.286 5.3 -2.0 1.0
H 5.518 1.266 -2.662 0.1 0.4 0.4
Nd 0.952 -0.435 -1.015 2.2 0.4 0.9
C -1.695 1.085 3.561 0.4 -0.7 -0.3
C -3.383 2.348 2.383 0.0 0.1 0.4
C 1.013 1.073 -3.367 -0.6 4.0 -2.4
H -4.171 3.091 2.396 0.0 0.0 0.0
H -1.128 0.798 4.450 -0.4 0.3 -0.1
C -0.444 -1.957 1.159 -0.3 -0.6 -0.4
H 1.592 -2.558 0.644 -0.4 0.1 -0.3
O 0.836 2.000 -4.018 0.8 -3.4 1.9
O -0.495 3.004 -1.442 2.4 -4.8 2.0
C -2.719 2.036 3.573 0.3 -0.4 -0.4
H 5.096 2.918 -1.858 0.3 -0.6 0.0
H -1.658 0.367 0.231 -0.4 0.0 0.3
H 5.572 0.182 -0.440 0.2 0.6 0.0
C -1.363 0.461 2.346 0.2 0.1 0.5
H -3.234 -3.330 -0.258 0.3 0.1 0.1
H 0.850 -3.439 -1.650 -0.2 -0.4 0.5
C -1.793 -2.300 0.990 0.2 0.2 -0.1
O 2.171 -1.995 -4.495 -1.4 2.2 4.0
H 1.596 0.849 1.717 0.0 -0.3 -0.1
C -2.184 -3.050 -0.128 -0.2 -0.2 0.3
C 1.837 -1.502 -3.507 1.7 -2.7 -4.1
N 1.092 0.100 1.227 0.1 -0.1 -0.7
C -1.192 0.195 -2.025 -7.6 1.5 -2.1
C 0.531 -2.579 0.337 -0.4 0.1 -0.2
H -1.591 -3.962 -1.999 0.2 0.3 0.4
```
Positions in Å, forces in eV/Å.

- charge = +3
- DFT total energy (eV) = -54668.5764
- 2S+1 = 4
- strongest force on any atom (eV/Å) = 8.03
- Kohn-Sham gap (alpha / beta) (eV) = 5.1809 / 5.2941

Atomic partial charges in e from the Löwdin method, atoms 1 to 4:
1 C -0.14
2 H 0.13
3 C -0.01
4 H 0.14

---

Record 2
Computed, not measured: a structure of composition C18H16AuN5S3, with ωB97M-V/def2-TZVPD.

```
43
Properties=species:S:1:pos:R:3:forces:R:3
H -1.151 2.986 1.791 0.0 0.0 0.0
N -2.025 0.062 0.362 -0.2 0.0 0.0
C -0.048 -5.039 -0.410 0.0 0.0 0.0
C -1.873 -7.038 -2.422 0.0 0.0 0.0
C -2.896 -7.182 -0.274 0.0 0.0 0.0
C -4.110 -7.347 -0.928 0.0 0.0 0.1
C -3.451 1.665 1.426 0.0 -0.1 0.0
C -0.631 -4.205 0.533 0.0 0.0 0.0
C 0.717 -3.082 -1.545 -0.1 -0.1 -0.1
H 1.249 -2.594 -2.348 0.0 0.0 0.0
C -4.379 -0.345 0.551 0.0 0.0 0.0
H 5.530 4.074 -0.082 0.0 0.0 0.0
N -4.240 -7.354 -2.249 -0.1 0.0 0.0
C -1.061 2.145 1.105 0.3 0.2 -0.1
H -5.533 1.165 1.561 0.0 0.0 0.0
S 3.218 4.001 0.202 0.0 0.1 0.1
C 2.113 2.631 0.120 0.1 0.1 0.0
C -2.203 1.242 0.966 -0.2 -0.1 0.0
H -1.166 -4.611 1.379 0.0 0.0 0.0
S 2.704 1.094 -0.381 0.0 0.0 -0.2
C -4.554 0.856 1.218 0.0 0.0 0.0
C 4.780 3.352 -0.403 0.2 0.0 0.0
H -1.005 -6.932 -3.059 0.0 0.0 0.0
C -3.135 -7.203 -2.972 0.1 0.0 0.0
N 0.924 2.972 0.508 -0.1 -0.1 0.0
H -5.020 -7.478 -0.353 0.0 0.0 0.0
H -3.259 -7.218 -4.049 0.0 0.0 0.0
C 0.644 -4.462 -1.466 0.0 0.0 0.0
H -2.926 -1.630 -0.366 0.0 0.0 0.0
H -5.208 -1.008 0.349 0.0 0.0 0.0
C -3.097 -0.690 0.149 0.0 0.0 0.0
H 5.013 2.387 0.039 0.0 0.0 0.1
H 4.801 3.266 -1.487 -0.1 0.0 0.0
H -3.543 2.622 1.921 0.0 0.0 0.0
C -0.519 -2.836 0.374 0.0 0.0 0.1
H -0.961 -2.148 1.081 0.0 0.0 0.0
N -0.025 1.998 0.379 -0.2 0.2 0.2
C -1.752 -7.017 -1.040 -0.1 0.0 0.0
S -0.160 -6.813 -0.258 0.0 0.0 0.0
H 1.129 -5.073 -2.213 0.0 0.0 0.0
H -2.847 -7.186 0.806 0.0 0.0 0.0
Au 0.775 -0.215 -0.504 0.5 -0.2 0.0
N 0.140 -2.280 -0.646 -0.1 0.1 0.0
```
Positions in Å, forces in eV/Å.

- charge = 0
- DFT total energy (eV) = -62573.1831
- 2S+1 = 1
- strongest force on any atom (eV/Å) = 0.55
- Kohn-Sham gap (eV) = 7.0517
- energy above the lowest of the compared OMol25 structures with the same formula, charge and spin (kJ/mol) = 0.0

Atomic partial charges in e from the Löwdin method, atoms 1 to 4:
1 H 0.12
2 N 0.08
3 C -0.51
4 C -0.08